(1)
The following is a DFT calculation (ωB97M-V/def2-TZVPD) of C20H38Cl3N2O4SiTl as an isolated structure at a distorted geometry.

Last column: Mulliken charge in e.
Atoms and positions in Å:
C (-1.84898, -2.43023, -3.64868)  -1.531
C (-1.33853, -2.87989, -2.32434)  0.719
H (-1.85367, -3.25463, -4.37182)  0.470
H (-1.24339, -1.60292, -4.03945)  0.128
H (-2.88028, -2.06189, -3.55019)  0.349
C (-0.78556, -4.08882, -2.12783)  0.327
C (-0.75704, -5.21115, -3.13331)  -1.710
H (-0.35209, -4.34606, -1.15596)  0.292
H (-0.29507, -4.95341, -4.10135)  0.378
H (-1.77070, -5.59312, -3.33634)  0.351
H (-0.20588, -6.05673, -2.69376)  0.368
Tl (1.59880, 2.37932, 1.98804)  1.087
Cl (-2.15882, 2.05936, 1.97396)  -0.605
Cl (1.28919, 4.76779, 0.94210)  -0.474
H (1.04311, 5.29598, 5.41471)  0.344
H (-1.49434, 6.34665, 4.09358)  0.318
C (1.02960, 4.98539, 4.35808)  -0.877
C (-1.16269, 5.61333, 3.34144)  -0.911
N (-0.31922, 4.60507, 3.96812)  0.318
H (1.72444, 4.14129, 4.23849)  0.197
C (-0.78365, 3.40198, 4.35429)  -0.136
O (-0.09923, 2.56259, 4.95522)  -0.779
H (-2.03439, 5.11170, 2.91246)  0.295
H (-1.83098, 3.20121, 4.04729)  0.478
H (1.35143, 5.81729, 3.72311)  0.351
H (-0.59101, 6.12391, 2.55777)  0.295
H (1.90529, -0.88270, -2.38127)  0.148
H (1.83297, -3.20233, -0.99876)  0.221
C (2.92144, -0.82903, -1.94989)  -0.843
C (2.79897, -2.87882, -0.56548)  -0.893
N (2.91878, -1.42578, -0.61866)  0.355
H (3.25180, 0.21030, -1.86486)  0.231
C (3.19747, -0.69725, 0.50959)  0.156
O (3.62468, 0.45904, 0.53370)  -0.606
H (2.85306, -3.18895, 0.49050)  0.300
H (2.97591, -1.27172, 1.44622)  0.219
H (3.60684, -1.40460, -2.59384)  0.380
H (3.62503, -3.34483, -1.13597)  0.374
O (-0.63543, -0.76722, -1.51472)  -0.339
C (-1.42642, -1.80142, -1.20270)  0.283
C (-0.08391, -2.24341, 1.01739)  1.402
C (-1.23586, -2.42277, 0.24108)  -0.781
H (0.64207, -1.46472, 0.73304)  -0.316
C (0.13423, -3.09351, 2.11332)  -1.053
H (-2.52410, -1.53245, -1.15765)  0.294
C (-2.24847, -3.27914, 0.67329)  -0.145
H (1.08593, -3.05309, 2.65396)  0.379
C (-0.85662, -4.01558, 2.49659)  -0.629
C (-2.06972, -4.08041, 1.79751)  -0.652
H (-3.17538, -3.34819, 0.07814)  0.358
H (-0.70250, -4.69536, 3.33570)  0.388
H (-2.87212, -4.76291, 2.09285)  0.384
Si (-0.19636, 2.03829, -2.00603)  0.649
Cl (0.66658, 1.12372, -0.01294)  -0.153
C (1.40955, 2.88176, -2.60772)  -0.973
C (-1.39762, 3.36743, -1.42541)  -0.860
C (-0.91302, 0.95821, -3.34016)  -0.975
H (2.23427, 2.16180, -2.75573)  0.240
H (1.73344, 3.62652, -1.86162)  0.231
H (1.25721, 3.42708, -3.55524)  0.396
H (-0.13882, 0.49374, -3.95599)  0.348
H (-1.56204, 1.52041, -4.01954)  0.547
H (-1.51634, 0.15862, -2.89164)  0.067
H (-2.14902, 2.89971, -0.76967)  0.231
H (-1.90265, 3.82468, -2.29399)  0.375
H (-0.90623, 4.17999, -0.85747)  0.194
O (0.21368, 0.61173, 3.10190)  -0.539
H (0.06858, 1.06189, 3.96892)  0.416
H (-0.67623, 0.74723, 2.66765)  0.149

The value obtained for the lowest unoccupied orbital energy (alpha / beta) is -4.74 / -4.80 eV. For the calculated total energy, the calculation gives -82662.3592 eV. For the largest force on an atom, the calculation gives 0.0385 Eh/bohr. As for the spin multiplicity: 1. The value obtained for the energy relative to the best compared isomer or geometry (same formula, charge and spin) is 138.3 kcal per mole. The HOMO energy (alpha / beta) comes out at -7.81 / -7.72 eV.

***

(2)
The following is a DFT calculation (ωB97M-V/def2-TZVPD) of C20H38CsN4OSiTa as an isolated structure at a distorted geometry.

Last column: Mulliken charge in e.
Atoms and positions in Å:
N (2.06994, -0.39529, -0.20010)  -0.424
C (3.21872, -1.06211, 0.03630)  0.759
O (4.24549, -1.33454, -0.61759)  -0.558
Cs (2.87011, -0.68457, -2.82029)  1.201
Ta (0.21940, -0.10429, -0.57530)  -0.825
N (-0.28216, -1.59422, -1.84422)  1.286
N (-0.01206, 1.55826, -1.60959)  0.630
C (-0.15680, -3.09453, -1.51948)  1.092
C (0.59817, 2.95073, -1.73510)  1.265
C (1.02304, -3.65698, -2.32832)  -1.441
C (-1.45791, -3.81435, -1.88062)  -1.676
C (0.11529, -3.17644, -0.04548)  -1.582
C (0.27038, 3.54645, -3.11169)  -1.846
C (0.03291, 3.83158, -0.61611)  -1.348
C (2.08627, 2.77703, -1.58507)  -1.274
H (0.94039, -3.48314, -3.40285)  0.269
H (1.08602, -4.75169, -2.16910)  0.429
H (1.98132, -3.24403, -1.95591)  0.270
H (-2.31534, -3.35320, -1.38609)  0.356
H (-1.38127, -4.86059, -1.51440)  0.459
H (-1.64983, -3.86604, -2.95519)  0.389
H (1.01670, -2.61221, 0.26011)  0.354
H (0.30210, -4.23587, 0.22618)  0.553
H (-0.74434, -2.83417, 0.55070)  0.314
H (0.58383, 2.87751, -3.91752)  0.400
H (0.83150, 4.49561, -3.22315)  0.451
H (-0.78696, 3.78107, -3.23446)  0.427
H (-1.05149, 3.91177, -0.64532)  0.400
H (0.45118, 4.85730, -0.70677)  0.448
H (0.32777, 3.44132, 0.37581)  0.155
H (2.35889, 2.26950, -0.64452)  0.183
H (2.57264, 3.77998, -1.57596)  0.479
H (2.51548, 2.22874, -2.43324)  0.048
C (-1.48342, 1.49393, -2.04338)  -1.093
H (-1.85812, 0.51111, -1.76574)  0.454
H (-2.08796, 2.24781, -1.54397)  0.384
H (-1.57972, 1.59114, -3.13614)  0.391
C (-0.88672, -1.32755, -3.22494)  -1.085
H (-1.97198, -1.52062, -3.22332)  0.353
H (-0.71936, -0.27646, -3.45339)  0.200
H (-0.41461, -1.93223, -3.99216)  0.407
C (2.72371, 1.47706, 2.10316)  -1.084
Si (1.15178, 0.66478, 2.75239)  0.158
C (1.72355, -0.68825, 3.90250)  -1.131
C (0.42703, 2.13805, 3.67492)  -1.070
N (-0.09270, -0.03067, 1.54737)  0.163
C (-1.37128, -0.36118, 2.01963)  1.236
C (-2.37548, -0.68501, 1.09536)  0.002
C (-3.68878, -0.97138, 1.44488)  -1.085
C (-4.04685, -0.95905, 2.77237)  -0.520
C (-3.09550, -0.66966, 3.74369)  -0.996
C (-1.79824, -0.38588, 3.38564)  -0.327
H (3.28381, 1.84362, 2.97963)  0.483
H (2.47797, 2.34385, 1.48777)  0.251
H (3.40284, 0.79027, 1.57048)  0.340
H (2.43762, -0.26771, 4.63263)  0.387
H (0.89035, -1.13731, 4.45200)  0.362
H (2.22839, -1.46581, 3.32622)  0.328
H (0.19292, 2.93088, 2.95922)  0.285
H (-0.47043, 1.89707, 4.24537)  0.381
H (1.18924, 2.51246, 4.37636)  0.388
H (-2.10101, -0.70109, -0.02695)  0.363
H (-4.42548, -1.20160, 0.66429)  0.441
H (-5.08519, -1.17990, 3.06867)  0.386
H (-3.38347, -0.66558, 4.81164)  0.409
H (-1.07230, -0.16365, 4.19818)  0.193

The value obtained for the lowest unoccupied orbital energy (alpha / beta) is -8.23 / -9.04 eV. For the calculated total energy, the calculation gives -39328.3669 eV. For the largest force on an atom, the calculation gives 0.1408 Eh/bohr. As for the spin multiplicity: 1. The charge is +2. The value obtained for the energy relative to the best compared isomer or geometry (same formula, charge and spin) is 71.0 kcal per mole. The HOMO energy (alpha / beta) comes out at -13.83 / -13.24 eV.

***

(3)
The following is a DFT calculation (ωB97M-V/def2-TZVPD) of one molecule with the formula C20H38N2O7.

Last column: Mulliken charge in e.
Atoms and positions in Å:
C (-4.53182, 3.27136, -1.69727)  -1.729
C (-3.60707, 3.95328, -0.68694)  1.438
C (-4.39222, 4.37900, 0.55351)  -1.657
C (-2.90627, 5.14999, -1.32961)  -1.664
O (-2.64396, 2.92806, -0.35079)  -0.203
C (-1.65530, 3.18577, 0.52409)  0.774
O (-1.47660, 4.23395, 1.10523)  -0.689
N (-0.86942, 2.09291, 0.69417)  0.222
C (0.31248, 2.19647, 1.52150)  -0.863
C (0.32632, 1.15369, 2.64215)  -0.726
O (0.85755, -0.04999, 2.12321)  -0.086
C (0.58722, -1.21594, 2.86383)  -0.762
C (-0.80626, -1.80776, 2.57815)  -0.597
O (-0.92097, -2.39348, 1.30098)  -0.227
C (-0.36598, -3.69218, 1.22009)  -0.594
C (-0.15795, -4.09861, -0.24125)  -1.258
N (0.70480, -3.20394, -0.98912)  0.347
C (1.94601, -2.92250, -0.50777)  0.747
O (2.40723, -3.46039, 0.47760)  -0.669
O (2.57596, -2.02828, -1.27533)  -0.261
C (3.84863, -1.47534, -0.87502)  1.698
C (4.93316, -2.55177, -0.92961)  -1.752
C (3.75443, -0.86106, 0.52135)  -1.364
C (4.10619, -0.38726, -1.91872)  -1.733
C (0.18656, -2.61250, -2.20295)  -1.315
C (-0.70564, -1.39291, -1.94873)  -0.104
O (0.11729, -0.25038, -1.85738)  -0.243
C (-0.56258, 0.92334, -1.48797)  -0.799
C (-1.08939, 0.86592, -0.03930)  0.272
H (-3.96112, 2.94568, -2.56299)  0.383
H (-5.30361, 3.96328, -2.02064)  0.445
H (-5.00127, 2.40132, -1.24565)  0.394
H (-5.16618, 5.08761, 0.27225)  0.462
H (-3.72615, 4.84739, 1.27253)  0.370
H (-4.85807, 3.51183, 1.01715)  0.364
H (-2.24398, 5.62380, -0.61068)  0.380
H (-2.32009, 4.82275, -2.18588)  0.357
H (-3.64562, 5.87325, -1.66198)  0.470
H (0.31427, 3.20308, 1.94289)  0.528
H (1.21108, 2.05073, 0.91305)  0.263
H (-0.69190, 1.01243, 3.02478)  0.344
H (0.96111, 1.50269, 3.47032)  0.472
H (0.68539, -1.02329, 3.94077)  0.402
H (1.35719, -1.92875, 2.55813)  0.291
H (-1.04948, -2.54327, 3.35800)  0.500
H (-1.55894, -1.01429, 2.60036)  0.299
H (0.59744, -3.73889, 1.73397)  0.484
H (-1.05162, -4.41527, 1.69108)  0.358
H (-1.12282, -4.12338, -0.74803)  0.502
H (0.27393, -5.10703, -0.23555)  0.381
H (4.70409, -3.34378, -0.22165)  0.363
H (5.89589, -2.11643, -0.67609)  0.449
H (4.98942, -2.97888, -1.92879)  0.370
H (2.85753, -0.25103, 0.60034)  0.057
H (3.70564, -1.64267, 1.27402)  0.325
H (4.62818, -0.24322, 0.71086)  0.512
H (3.28433, 0.32322, -1.90883)  0.295
H (5.03671, 0.12930, -1.70269)  0.443
H (4.16613, -0.82822, -2.91039)  0.401
H (-0.38201, -3.37701, -2.74044)  0.535
H (1.02876, -2.29229, -2.81616)  0.337
H (-1.41695, -1.26803, -2.78210)  0.451
H (-1.27147, -1.54747, -1.02223)  0.274
H (0.17988, 1.72081, -1.57370)  0.408
H (-1.38200, 1.13127, -2.19137)  0.130
H (-2.15677, 0.63568, -0.02579)  0.384
H (-0.53871, 0.07599, 0.47174)  -0.384

The value obtained for the lowest unoccupied orbital energy is 0.75 eV. For the calculated total energy, the calculation gives -38669.9902 eV. For the largest force on an atom, the calculation gives 0.0139 Eh/bohr. As for the spin multiplicity: 1. The value obtained for the energy relative to the best compared isomer or geometry (same formula, charge and spin) is 3.3 kcal per mole. The HOMO energy comes out at -8.80 eV. Its structure (SMILES) is CC(C)(C)OC(=O)N1CCOCCOCCN(C(=O)OC(C)(C)C)CCOCC1.

***

- calculated total energy of number 1 (C20H38Cl3N2O4SiTl)?
  -82662.3592 eV